C5H14N2O | ωB97M-V with the def2-TZVPD basis set

Its HOMO energy (alpha / beta) is -0.5291 / -0.5283 Ha. The HOMO-LUMO gap (alpha / beta) is 11.320 / 6.192 eV. As for the LUMO energy (alpha / beta): -3.08 / -8.18 eV. Its net charge is +1. The value obtained for the energy relative to the best compared isomer or geometry (same formula, charge and spin) is 2.470 eV. As for the multiplicity: 2.

Geometry (Å):
C1 0.0157 -0.9485 -0.7025
N1 -0.7510 -0.7506 -2.0315
C2 -0.2390 0.4393 -2.7489
N2 -0.2360 1.6670 -1.9910
C3 -0.6426 -0.4888 0.6051
C4 0.5394 -0.5292 1.6859
C5 0.2429 0.1746 3.0274
O1 1.8532 -0.2371 1.1222
H1 0.2134 -1.9979 -0.8244
H2 1.0106 -0.5156 -0.8164
H3 -1.7687 -0.7033 -1.9775
H4 0.8549 0.1539 -3.0391
H5 -0.7173 0.6512 -3.7148
H6 -1.1702 2.0813 -2.1544
H7 -0.2780 1.4100 -0.9962
H8 -1.4773 -1.0546 0.9349
H9 -1.0069 0.5191 0.5485
H10 0.8138 -1.5701 1.9565
H11 -0.3629 1.0067 2.8005
H12 -0.0951 -0.5724 3.7558
H13 1.2674 0.5375 3.4618
H14 1.9336 0.7276 1.0980

Forces on atoms 1 to 3 (eV/Å):
C -0.8685 -0.4836 -1.9301
N 0.3610 3.4542 2.3688
C 3.7101 -1.1588 -3.0644